1.
ORCA calculation (ωB97M-V/def2-TZVPD) on a structure of composition C22H13ClIN3NiO4S.

Structure (XYZ):
```
46
Properties=species:S:1:pos:R:3:mulliken_charge:R:1
C 0.036 4.372 -0.522 0.31
C 0.209 -4.054 -0.113 -0.51
O 1.823 0.486 0.398 -0.69
H -0.641 6.688 -2.985 0.27
C -1.341 -1.775 -0.211 0.64
H 1.771 -2.828 -0.925 0.37
O -4.455 -3.367 -0.091 -0.72
C -2.336 -0.646 -0.085 0.02
N -3.526 -1.046 0.388 -0.57
C -0.428 6.316 -1.985 -0.27
C -0.425 -1.835 3.882 -0.88
C 0.098 5.334 0.554 -0.31
Cl 1.987 -3.738 4.476 -0.34
O -3.690 -2.840 2.167 -0.65
H 0.838 -4.934 -0.061 0.39
H -0.498 8.282 -1.067 0.33
C -0.246 4.958 -1.815 -0.51
C -1.112 -4.120 0.324 -0.71
C -0.036 -1.707 -0.663 -0.19
H -2.221 0.623 2.420 0.43
H 0.375 -0.771 -1.016 0.56
C -1.378 -0.013 2.660 -0.19
H -1.532 -5.039 0.715 0.40
C 0.768 -1.662 3.151 0.44
H 3.886 -2.893 2.573 0.37
C 1.908 -0.403 1.287 0.63
H -0.318 4.284 -2.662 0.33
S -3.544 -2.617 0.744 1.25
C -1.491 -1.019 3.627 -0.58
N -0.284 0.175 1.954 -0.60
C -0.350 7.219 -0.920 -0.56
Ni -0.025 1.454 0.320 0.15
C -0.083 6.686 0.347 -0.28
H -0.491 -2.631 4.611 0.36
O -2.013 0.526 -0.325 -0.60
C 0.780 -0.634 2.181 0.67
C 3.015 -2.260 2.466 -0.51
H 0.296 4.949 1.549 0.29
C -1.859 -2.964 0.261 0.11
C 0.737 -2.863 -0.604 -0.63
C 1.933 -2.461 3.279 0.66
N 0.235 3.091 -0.361 -0.66
H -2.440 -1.163 4.125 0.32
I 4.644 -1.046 0.208 0.02
H -0.022 7.353 1.204 0.28
C 3.006 -1.258 1.489 -0.67
```

The orbital gap (alpha / beta) comes out at 4.37 / 4.06 eV. Its spin multiplicity is 3. For the maximum force, the calculation gives 0.007 hartree/bohr. As for the lowest unoccupied orbital energy (alpha / beta): 3.78 / 3.78 eV. Its net charge is -2.

=====

2.
ORCA calculation (ωB97M-V/def2-TZVPD) on an isolated molecule of C2H4NPS at a distorted geometry.

Structure (XYZ):
```
9
Properties=species:S:1:pos:R:3:mulliken_charge:R:1
H -0.506 -0.367 1.271 0.28
H 1.402 0.933 0.498 0.27
C -0.614 0.395 0.509 -0.32
H 0.458 1.920 -0.795 0.24
P 0.794 -1.602 -0.801 0.14
C 0.537 1.079 -0.136 -0.35
S -0.484 -3.054 -0.259 -0.33
N -0.008 -0.166 -0.672 -0.14
H -1.578 0.862 0.384 0.21
```

The orbital gap comes out at 8.02 eV. For the maximum force, the calculation gives 0.048 hartree/bohr. As for the lowest unoccupied orbital energy: -0.84 eV. Its structure (SMILES) is S=PN1CC1.

=====

3.
ORCA calculation (ωB97M-V/def2-TZVPD) on a structure of composition C4H9BN2O2 at a distorted geometry.

Structure (XYZ):
```
18
Properties=species:S:1:pos:R:3:mulliken_charge:R:1
O 2.329 -1.587 -1.186 -0.63
C 0.804 1.805 -0.047 -0.22
H -1.026 2.440 0.752 0.30
C 0.093 -1.220 0.377 -0.24
H -0.805 2.938 -1.016 0.32
H 1.299 2.776 -0.067 0.34
C -0.650 2.145 -0.214 -0.75
H 3.423 -1.440 0.945 0.27
H 1.523 -1.708 -1.720 0.31
O 2.648 -0.967 1.122 -0.61
H -2.808 -1.316 -0.700 0.28
H -2.340 -2.005 0.697 0.26
B 2.027 -0.677 -0.139 0.52
N -2.080 -1.950 -0.341 -0.71
C 1.437 0.760 -0.195 0.18
H -1.240 1.168 -0.530 0.11
N -0.901 -1.214 -0.415 -0.08
H 0.339 -1.619 1.378 0.36
```

The orbital gap (alpha / beta) comes out at 7.73 / 7.72 eV. For the maximum force, the calculation gives 0.118 hartree/bohr. As for the lowest unoccupied orbital energy (alpha / beta): -0.49 / -0.49 eV.

=====

4.
ORCA calculation (ωB97M-V/def2-TZVPD) on an isolated molecule of C8H14O2S at a distorted geometry.

Structure (XYZ):
```
25
Properties=species:S:1:pos:R:3:mulliken_charge:R:1
C -0.251 0.584 0.901 -1.37
H -1.634 2.618 0.921 0.38
H 0.906 1.417 -0.578 0.46
H 0.027 -1.140 1.949 0.36
H 2.349 -0.083 2.117 0.47
H -0.134 1.308 1.691 0.23
O 4.151 0.337 -0.055 -0.51
H 0.479 -0.836 -1.907 0.13
H -0.812 -2.432 0.441 0.44
C -1.508 -0.123 -1.185 -0.42
H -2.168 2.675 -0.736 0.32
C -1.237 0.876 -0.044 1.16
H -1.369 0.521 -2.079 0.26
C -0.052 -1.811 0.015 -0.98
O 1.871 1.327 -0.742 -0.57
C -2.180 2.072 0.189 -1.59
C 2.008 -0.600 1.239 -1.15
H 0.751 -2.486 -0.279 0.29
C 0.515 -0.707 1.066 0.35
C -0.499 -1.179 -1.281 -0.55
H -2.523 -0.535 -1.113 0.38
H -3.085 1.674 0.422 0.41
H 2.498 -1.541 1.391 0.50
H -0.922 -1.920 -1.907 0.47
S 2.819 -0.017 -0.436 0.53
```

The orbital gap comes out at 9.45 eV. For the maximum force, the calculation gives 0.100 hartree/bohr. As for the lowest unoccupied orbital energy: 0.73 eV.

=====

5.
ORCA calculation (ωB97M-V/def2-TZVPD) on a cluster of 3 separate species, C2H9NO4 in total at a distorted geometry.

Structure (XYZ):
```
16
Properties=species:S:1:pos:R:3:mulliken_charge:R:1
H 0.078 1.613 -0.196 0.38
H -2.313 -0.345 2.593 0.32
N 1.571 -2.191 -1.445 -0.51
C 0.598 -1.172 -1.759 -0.33
H 1.711 -2.811 -2.216 0.18
C 0.552 -0.174 -0.613 0.62
H -1.057 0.256 2.235 0.29
O -0.564 2.941 1.067 -0.66
O 0.430 1.081 -0.940 -0.42
H -0.385 -1.593 -2.026 0.23
O -1.666 0.248 2.977 -0.63
H 1.621 -2.459 -0.477 0.19
O 0.537 -0.576 0.535 -0.59
H 0.834 -0.632 -2.687 0.28
H -0.701 2.219 1.678 0.33
H -1.245 3.594 1.274 0.31
```

The orbital gap comes out at 9.59 eV. For the maximum force, the calculation gives 0.040 hartree/bohr. As for the lowest unoccupied orbital energy: 0.48 eV. Its structure (SMILES) is NCC(=O)O.O.O.

=====

6.
ORCA calculation (ωB97M-V/def2-TZVPD) on a cluster of 2 separate species, C4H9O3 in total at a distorted geometry.

Structure (XYZ):
```
16
Properties=species:S:1:pos:R:3:mulliken_charge:R:1
O 0.145 0.669 1.247 -0.82
H -2.611 -1.047 0.298 0.18
C 1.226 0.732 0.553 0.73
H 2.702 2.284 0.697 0.23
O 1.379 0.348 -0.631 -0.67
C -2.145 -0.645 -0.655 -0.19
H 3.284 0.646 1.180 0.24
H -1.299 -2.541 -1.270 0.37
H -2.917 -0.651 -1.480 0.25
O -1.785 0.723 -0.521 -0.57
H -0.413 -1.120 -1.884 0.21
C -0.958 -1.534 -1.019 -0.88
H -0.214 -1.556 -0.203 0.20
H -1.054 0.781 0.129 0.41
C 2.445 1.360 1.257 -0.96
H 2.216 1.552 2.304 0.28
```

The orbital gap comes out at 8.78 eV. For the maximum force, the calculation gives 0.024 hartree/bohr. As for the lowest unoccupied orbital energy: 4.28 eV. Its net charge is -1.

=====

- Number 6 is which compound?
  C4H9O3

=====

- Which value of maximum force does entry 6 give?
  0.024 hartree/bohr

=====

- Among the records above, which one has the highest maximum force?
  C4H9BN2O2

=====

- Among the records above, which one has the lowest maximum force?
  C22H13ClIN3NiO4S